Density functional theory data (ωB97M-V/def2-TZVPD) for C2H3N3O6 in the gas phase.

Geometry (Å):
C 0.19495 0.08799 -0.02332
C -1.23689 0.06832 -0.25369
N -1.72614 1.50487 -0.25400
O -0.86044 2.36769 -0.21683
O -2.95170 1.72914 -0.32345
N -1.97571 -1.00202 -0.55953
O -1.59353 -2.11272 -0.70164
O -3.30541 -0.72234 -0.82593
N -4.07378 -0.35850 0.34664
O -3.46260 -0.40937 1.34274
O -5.19774 -0.18959 0.05696
H 0.85535 -0.83135 -0.27656
H 0.41982 0.19970 1.03884
H 0.79411 0.81987 -0.46687

Kohn-Sham gap (alpha / beta)   8.77 / 8.77 eV
SMILES   C/C([N+](=O)[O-])=[N+](\[O-])O[N+](=O)[O-]
Electronic energy   -18866.366 eV
Net charge   0
Lowest unoccupied orbital energy (alpha / beta)   -1.4965 / -1.4968 eV
ΔE to the lowest compared entry with this formula, charge and spin   69.7 kcal per mole
Max |F|   4.84 eV/A